DFT (ωB97M-V/def2-TZVPD) results for a 12-piece molecular cluster, C76H184N12O21 overall.

```
293
Properties=species:S:1:pos:R:3:mulliken_charge:R:1
C 0.573 2.276 -1.745 -0.70
C 0.095 0.950 -2.412 3.15
C -0.744 0.018 -1.469 -1.24
O 0.164 -0.615 -0.533 0.59
C -0.434 -1.418 0.413 -0.81
N -0.748 1.312 -3.540 1.00
H -0.342 2.836 -1.553 -0.62
H 1.238 2.852 -2.388 0.68
H 1.003 2.164 -0.750 -0.30
H 0.938 0.405 -2.838 -0.97
H -1.309 -0.728 -2.028 0.65
H -1.507 0.622 -0.979 -0.37
H -0.573 -2.360 -0.118 0.36
H -1.421 -1.142 0.784 0.19
H 0.121 -1.459 1.351 -0.04
H -0.220 1.927 -4.143 -0.45
H -0.892 0.566 -4.205 -0.88
C 1.125 6.936 9.349 -0.69
O 0.748 6.819 8.015 -0.33
C 1.670 5.986 7.292 -0.60
C 1.016 5.664 5.942 -0.47
N 0.624 6.905 5.158 -0.41
C -0.396 6.638 4.143 -0.76
C 0.153 6.047 2.836 0.16
O -0.848 5.985 1.855 -0.41
C -0.345 5.490 0.569 -0.44
H 2.176 7.192 9.481 0.31
H 1.008 5.973 9.846 0.22
H 0.526 7.694 9.853 0.25
H 1.855 5.031 7.784 0.40
H 2.514 6.645 7.087 0.35
H 0.109 5.066 6.032 0.37
H 1.716 5.148 5.285 0.17
H 0.280 7.521 5.880 0.33
H -0.910 7.543 3.819 0.42
H -1.241 6.042 4.488 0.36
H 0.604 5.091 3.101 -0.19
H 0.996 6.639 2.480 0.34
H -1.162 5.441 -0.151 0.08
H -0.176 4.415 0.631 0.07
H 0.500 6.065 0.192 0.49
C 1.260 6.211 -3.604 -0.49
O -0.054 6.210 -4.105 -0.56
C -0.674 4.921 -4.241 1.53
C -2.064 5.061 -4.893 -1.48
N -2.674 3.804 -5.198 1.74
C -3.881 4.004 -5.967 -0.98
C -4.482 2.762 -6.703 0.12
O -5.878 2.913 -6.996 -0.42
C -6.124 3.707 -8.168 -0.74
H 1.470 7.267 -3.436 0.36
H 2.008 5.842 -4.306 0.24
H 1.162 5.608 -2.702 0.11
H -0.749 4.456 -3.258 -0.80
H -0.084 4.338 -4.948 -0.08
H -1.845 5.513 -5.860 0.54
H -2.580 5.778 -4.254 0.25
H -2.943 3.312 -4.358 -0.67
H -3.693 4.772 -6.717 0.76
H -4.653 4.396 -5.306 0.26
H -4.436 2.031 -5.895 -0.31
H -3.808 2.387 -7.473 0.20
H -7.179 3.559 -8.401 0.30
H -5.441 3.495 -8.991 0.29
H -6.042 4.784 -8.022 0.28
C -8.838 -6.076 4.904 -0.54
O -8.669 -5.540 3.614 -0.32
C -8.711 -6.570 2.599 -0.63
C -8.700 -5.881 1.205 -0.77
N -7.310 -5.522 0.748 -0.29
C -7.404 -4.806 -0.533 -0.70
C -6.003 -4.408 -1.099 -0.68
O -5.609 -3.249 -0.297 -0.34
C -4.557 -2.487 -0.810 -0.94
H -7.916 -6.580 5.192 0.06
H -9.684 -6.763 4.920 0.40
H -9.097 -5.275 5.596 0.24
H -9.729 -6.948 2.693 0.58
H -8.112 -7.477 2.671 0.30
H -9.218 -4.930 1.326 0.33
H -9.275 -6.513 0.529 0.43
H -6.738 -5.020 1.412 0.16
H -8.001 -3.909 -0.366 0.36
H -7.868 -5.478 -1.255 0.40
H -6.054 -4.008 -2.111 0.50
H -5.294 -5.232 -1.016 0.32
H -4.834 -2.008 -1.750 0.49
H -3.748 -3.099 -1.209 0.47
H -4.047 -1.766 -0.171 0.13
C -2.345 -1.948 -4.705 -0.42
O -1.515 -1.245 -5.598 -0.23
C -2.302 -0.378 -6.418 -0.73
C -1.422 0.445 -7.444 -0.91
N -0.812 1.618 -6.833 1.45
C -0.021 2.398 -7.706 -0.26
C -0.773 3.322 -8.717 -0.50
O -1.166 2.723 -9.899 -0.48
C -0.133 1.991 -10.528 -0.78
H -3.080 -2.557 -5.232 0.40
H -2.807 -1.215 -4.044 -0.12
H -1.736 -2.613 -4.092 0.30
H -3.064 0.150 -5.845 0.12
H -2.913 -1.094 -6.967 0.73
H -2.101 0.749 -8.240 0.55
H -0.661 -0.137 -7.965 0.19
H -1.527 2.239 -6.480 -0.92
H 0.811 1.850 -8.149 -0.03
H 0.552 2.972 -6.977 0.31
H -0.199 4.204 -9.002 0.48
H -1.731 3.620 -8.289 -0.03
H -0.226 1.999 -11.614 0.41
H -0.200 0.925 -10.308 0.23
H 0.833 2.458 -10.337 0.31
C -3.314 -2.402 3.271 -0.48
O -3.455 -3.797 3.653 -0.14
C -4.731 -4.319 3.385 -0.13
C -4.879 -5.745 3.918 -0.52
N -5.043 -5.708 5.403 -0.25
C -5.200 -7.063 5.909 -0.57
C -5.157 -7.094 7.458 -1.00
O -3.864 -6.804 7.858 -0.09
C -3.648 -6.728 9.237 -0.82
H -2.253 -2.277 3.486 0.09
H -3.916 -1.731 3.884 0.38
H -3.608 -2.111 2.263 0.09
H -5.022 -4.377 2.336 -0.38
H -5.489 -3.754 3.926 0.38
H -4.051 -6.378 3.597 0.37
H -5.798 -6.194 3.542 0.19
H -4.267 -5.091 5.597 0.28
H -4.339 -7.621 5.541 0.32
H -6.055 -7.458 5.361 0.51
H -5.461 -8.100 7.746 0.44
H -5.784 -6.274 7.810 0.39
H -2.571 -6.631 9.375 0.18
H -4.049 -7.629 9.701 0.34
H -4.238 -5.947 9.716 0.33
C 11.875 -2.920 1.571 -0.73
O 11.066 -2.196 0.688 -0.29
C 9.678 -2.342 1.135 -0.75
C 8.687 -1.669 0.108 -0.17
N 7.320 -2.198 0.170 -0.48
C 6.742 -1.557 -1.061 -0.67
C 5.194 -1.811 -1.138 0.04
O 4.559 -1.239 0.012 -0.29
C 3.175 -1.545 0.126 0.20
H 12.902 -2.752 1.247 0.26
H 11.652 -3.986 1.616 0.30
H 11.820 -2.539 2.591 0.30
H 9.474 -1.803 2.060 0.31
H 9.375 -3.378 1.286 0.40
H 9.169 -1.994 -0.814 0.39
H 8.661 -0.595 0.292 0.05
H 6.810 -1.659 0.856 0.29
H 7.194 -1.964 -1.966 0.46
H 6.918 -0.482 -1.105 0.14
H 4.991 -2.880 -1.199 0.66
H 4.804 -1.319 -2.029 -0.36
H 2.725 -1.186 -0.799 -0.12
H 2.725 -0.963 0.930 -0.52
H 3.046 -2.623 0.221 0.54
C 1.288 1.461 10.129 -0.81
O 1.062 1.460 8.738 -0.19
C 0.645 0.214 8.254 -0.71
C 0.526 0.417 6.750 -0.29
N -0.418 1.437 6.273 -0.21
C -0.529 1.572 4.823 -1.74
C 0.635 2.032 3.943 0.92
O 1.378 0.846 3.611 -0.10
C 2.516 1.203 2.834 -0.79
H 2.194 0.921 10.405 0.32
H 0.359 1.277 10.668 0.35
H 1.485 2.504 10.376 0.16
H -0.332 -0.174 8.543 0.33
H 1.400 -0.529 8.507 0.39
H 0.251 -0.524 6.273 0.31
H 1.496 0.743 6.376 0.21
H -0.085 2.259 6.756 0.27
H -1.340 2.277 4.641 0.48
H -1.035 0.678 4.456 0.42
H 1.256 2.773 4.448 0.28
H 0.209 2.463 3.037 -0.42
H 3.074 2.090 3.133 0.37
H 2.218 1.328 1.792 0.01
H 3.223 0.382 2.715 0.42
C -2.176 2.324 1.191 -1.27
O -2.403 2.910 -0.065 0.46
C -3.718 3.521 -0.326 -1.32
C -3.840 3.773 -1.851 -0.37
N -3.628 2.576 -2.612 0.65
C -4.582 1.421 -2.487 0.48
C -6.055 1.830 -2.767 -1.15
O -6.685 2.292 -1.546 -0.32
C -7.571 3.343 -1.760 -0.86
H -2.882 1.514 1.376 0.64
H -2.244 3.119 1.934 0.49
H -1.159 1.937 1.253 -0.10
H -3.874 4.372 0.336 0.50
H -4.463 2.786 -0.023 0.47
H -3.062 4.495 -2.098 0.07
H -4.829 4.108 -2.164 0.45
H -2.794 2.203 -2.182 -1.18
H -4.340 0.816 -1.613 0.16
H -4.289 0.776 -3.316 -0.38
H -6.574 0.995 -3.238 0.60
H -6.061 2.646 -3.489 0.32
H -7.658 3.985 -0.884 0.28
H -8.572 2.971 -1.978 0.30
H -7.268 4.062 -2.521 0.34
C 1.483 -2.718 -4.329 -0.23
O 2.855 -2.230 -4.556 -0.56
C 3.038 -0.860 -4.316 0.72
C 2.412 0.146 -5.395 0.42
N 3.101 0.138 -6.707 -0.58
C 2.711 -1.006 -7.492 0.10
C 3.271 -0.853 -8.927 -1.02
O 2.725 0.334 -9.572 -0.20
C 2.981 0.403 -10.966 -0.96
H 1.466 -3.803 -4.437 0.45
H 0.851 -2.382 -5.151 0.11
H 1.049 -2.298 -3.422 -0.12
H 4.122 -0.773 -4.398 0.44
H 2.668 -0.648 -3.313 -0.94
H 2.513 1.122 -4.919 0.42
H 1.388 -0.170 -5.597 -0.44
H 2.682 0.852 -7.284 0.25
H 1.624 -1.066 -7.559 -0.09
H 3.183 -1.860 -7.007 0.43
H 3.038 -1.768 -9.471 0.44
H 4.348 -0.711 -8.830 0.42
H 2.487 -0.399 -11.514 0.37
H 4.046 0.273 -11.157 0.37
H 2.634 1.329 -11.423 0.26
C 4.553 4.206 -2.171 -1.81
C 5.510 3.029 -2.042 1.85
C 6.891 3.536 -2.583 -1.33
C 7.624 4.430 -1.680 -0.68
C 7.766 3.776 -0.346 -1.58
C 6.436 3.330 0.357 1.62
N 5.661 2.542 -0.606 0.38
O 4.478 2.100 -0.109 0.62
C 6.848 2.328 1.466 -1.72
C 5.686 4.596 0.957 -1.67
C 5.076 1.801 -2.914 -2.12
H 5.051 5.148 -1.940 0.27
H 3.686 4.117 -1.516 0.09
H 4.227 4.197 -3.211 0.55
H 7.479 2.696 -2.952 0.44
H 6.685 4.085 -3.501 0.39
H 7.148 5.399 -1.527 0.36
H 8.560 4.703 -2.167 0.41
H 8.288 4.439 0.344 0.55
H 8.480 2.953 -0.309 0.43
H 6.043 2.369 2.200 0.39
H 6.877 1.244 1.357 0.05
H 7.756 2.613 1.997 0.41
H 6.091 4.853 1.936 0.45
H 5.632 5.467 0.303 0.33
H 4.660 4.280 1.143 0.24
H 4.102 1.457 -2.564 0.17
H 5.846 1.031 -2.884 0.30
H 4.840 2.019 -3.955 0.65
H 4.631 1.153 -0.061 -0.09
C -0.837 -6.596 6.070 -2.09
C 0.446 -5.920 5.514 1.53
C 1.500 -7.079 5.185 -1.16
C 2.692 -6.482 4.397 -0.75
C 2.067 -6.043 3.052 -1.19
C 1.035 -4.833 3.245 1.69
N 0.089 -5.152 4.340 0.66
O -0.736 -4.048 4.613 -0.29
C 1.827 -3.524 3.510 -1.74
C 0.185 -4.607 1.981 -1.59
C 1.047 -5.062 6.642 -1.96
H -0.455 -7.242 6.861 0.47
H -1.247 -7.163 5.234 0.42
H -1.598 -5.910 6.443 0.33
H 2.064 -7.419 6.053 0.43
H 0.994 -7.939 4.746 0.45
H 3.568 -7.113 4.246 0.48
H 3.116 -5.626 4.923 0.25
H 1.616 -6.844 2.465 0.43
H 2.910 -5.633 2.495 0.39
H 2.515 -3.257 2.708 0.38
H 1.135 -2.712 3.734 0.32
H 2.536 -3.622 4.332 0.40
H -0.507 -3.771 2.091 -0.10
H 0.877 -4.453 1.154 0.39
H -0.401 -5.520 1.874 0.50
H 2.113 -4.838 6.606 0.34
H 0.893 -5.503 7.627 0.48
H 0.531 -4.102 6.638 0.36
H -1.528 -4.235 4.104 0.34
```

Properties
net charge: 0
structure (SMILES): CC1(C)CCCC(C)(C)N1O.CC1(C)CCCC(C)(C)N1O.COC[C@H](C)N.COCCNCCOC.COCCNCCOC.COCCNCCOC.COCCNCCOC.COCCNCCOC.COCCNCCOC.COCCNCCOC.COCCNCCOC.COCCNCCOC
max |F|: 3.78 eV/A
energy relative to the best compared isomer or geometry (same formula, charge and spin): 53.4 kcal/mol
LUMO energy: 0.0186 hartree
energy: -5242.474246 hartree